The following is a DFT calculation (ωB97M-V/def2-TZVPD) of a structure of composition C10H20O20S5 in a non-equilibrium geometry.

Geometry (Å):
C1 6.00 5.58 1.97
C2 5.77 5.52 3.49
O1 4.52 4.82 3.64
S1 3.95 4.31 2.25
O2 3.00 5.25 1.80
O3 3.58 2.95 2.32
O4 5.32 4.41 1.48
H1 7.05 5.41 1.73
H2 5.60 6.49 1.52
H3 5.72 6.52 3.91
H4 6.52 4.86 3.92
C3 2.28 0.68 0.46
C4 1.02 1.52 0.54
O5 0.01 0.71 -0.04
S2 0.61 -0.12 -1.26
O6 0.55 0.64 -2.45
O7 0.07 -1.42 -1.25
O8 2.12 -0.10 -0.76
H5 2.13 -0.10 1.21
H6 3.26 1.08 0.67
H7 1.05 2.51 0.08
H8 0.76 1.64 1.59
C5 -3.61 -2.17 -1.48
C6 -2.58 -3.27 -1.22
O9 -3.48 -4.26 -0.66
S3 -4.75 -4.38 -1.59
O10 -5.86 -4.59 -0.75
O11 -4.54 -5.22 -2.69
O12 -4.69 -2.85 -2.10
H9 -3.21 -1.43 -2.19
H10 -3.86 -1.61 -0.57
H11 -1.93 -3.01 -0.39
H12 -2.19 -3.62 -2.17
C7 0.60 -1.84 -5.41
C8 -0.65 -1.69 -4.56
O13 -1.56 -2.68 -5.11
S4 -0.78 -3.72 -6.02
O14 -0.99 -3.38 -7.39
O15 -1.00 -5.05 -5.60
O16 0.69 -3.24 -5.58
H13 1.45 -1.44 -4.85
H14 0.54 -1.25 -6.32
H15 -1.15 -0.73 -4.49
H16 -0.44 -2.05 -3.55
C9 -3.31 0.73 4.02
C10 -3.27 -0.54 4.87
O17 -2.05 -1.19 4.49
S5 -0.94 -0.12 4.12
O18 -0.32 -0.54 2.92
O19 -0.18 0.25 5.26
O20 -1.95 1.10 3.83
H17 -3.81 1.51 4.58
H18 -3.81 0.56 3.07
H19 -4.14 -1.17 4.78
H20 -3.16 -0.25 5.92

## Properties
E_HOMO: -10.813 eV
Total charge: 0
M: 620.59 g mol⁻¹
Energy above the lowest of the compared OMol25 structures with the same formula, charge and spin: 12.9 kcal per mole
HOMO-LUMO gap: 0.402 Ha
Electronic energy: -105815.4096 eV